Below is an isolated molecule of C5H9NO, with properties calculated with ωB97M-V/def2-TZVPD.

The geometry in XYZ format:
```
16
Properties=species:S:1:pos:R:3:mulliken_charge:R:1
C 1.53 -0.41 -1.38 -1.2079
C 0.90 -1.40 -0.44 0.1293
N 0.79 -1.14 0.98 -0.6844
C -0.43 -1.12 0.17 0.1188
C -1.17 0.09 -0.19 -0.4719
C -1.59 1.87 1.01 -0.6649
O -0.55 1.16 0.34 -0.1818
H 1.12 -0.53 -2.39 0.2975
H 2.61 -0.57 -1.42 0.3478
H 1.34 0.62 -1.06 0.3127
H 1.06 -2.45 -0.68 0.3796
H 1.06 -0.18 1.19 0.3241
H -1.13 -1.94 0.34 0.4299
H -2.51 1.40 0.65 0.4045
H -1.57 2.93 0.81 0.2222
H -1.45 1.64 2.07 0.2446
```

Values from the calculation:
Frontier orbital gap ... 8.844 eV
Energy above the lowest of the compared OMol25 structures with the same formula, charge and spin ... 509.3 kJ/mol
Charge ... 0


Below is a structure of composition C23H38HoN9, with properties calculated with ωB97M-V/def2-TZVPD.

The geometry in XYZ format:
```
71
Properties=species:S:1:pos:R:3:mulliken_charge:R:1
Ho 0.35 -0.62 0.22 1.0733
N 0.43 0.78 2.26 -0.4006
C -0.02 0.07 3.48 -0.8941
C 0.61 -1.30 3.52 -0.9473
N 0.26 -2.12 2.33 1.0064
C -1.13 -2.62 2.42 -0.8390
C -1.60 -3.26 1.13 -0.9416
N -1.58 -2.28 0.01 -0.4187
C 1.23 -3.25 2.24 -1.1588
C 2.31 -2.96 1.24 -0.5056
N 1.68 -2.73 -0.08 -0.3998
H 1.40 1.07 2.37 0.2221
H -0.10 1.64 2.15 0.2461
H -1.11 0.03 3.44 0.3862
H 0.24 0.62 4.39 0.4969
H 0.34 -1.83 4.44 0.3522
H 1.70 -1.19 3.52 0.5359
H -1.78 -1.78 2.66 0.4092
H -1.22 -3.33 3.25 0.3817
H -2.60 -3.67 1.28 0.5247
H -0.96 -4.09 0.84 0.3799
H -2.41 -1.69 0.08 0.2082
H -1.68 -2.76 -0.87 0.2540
H 0.69 -4.15 1.95 0.3358
H 1.65 -3.46 3.23 0.4194
H 3.04 -3.77 1.21 0.6184
H 2.86 -2.05 1.50 0.1773
H 1.29 -3.59 -0.45 0.3232
H 2.38 -2.41 -0.75 0.2047
N 0.19 0.43 -2.04 -0.2630
C 0.80 -0.63 -2.80 0.6674
C 0.02 -1.38 -3.67 -0.8670
C 0.58 -2.45 -4.35 -0.6706
C 1.93 -2.76 -4.17 -0.9708
C 2.69 -1.99 -3.30 -0.2138
C 2.16 -0.92 -2.59 -0.2466
C 3.00 -0.15 -1.62 0.1664
C 4.28 0.25 -2.03 -0.7969
C 5.12 0.90 -1.14 -0.7721
C 4.70 1.15 0.16 -1.1224
C 3.42 0.75 0.54 -0.3845
C 2.52 0.10 -0.32 1.1749
H -0.70 0.71 -2.45 0.2437
H 0.79 1.24 -1.98 0.3594
H -1.01 -1.12 -3.83 0.4481
H -0.02 -3.03 -5.03 0.4486
H 2.38 -3.58 -4.71 0.4615
H 3.74 -2.22 -3.17 0.5641
H 4.61 0.05 -3.04 0.5479
H 6.11 1.21 -1.46 0.4243
H 5.35 1.65 0.85 0.4526
H 3.15 0.97 1.58 0.1187
C -2.26 4.88 -1.16 -1.3809
C -3.65 4.60 -0.62 0.8113
C -3.75 4.94 0.87 -1.3754
C -4.13 3.18 -0.91 -1.1347
N -3.33 2.15 -0.19 0.1357
C -3.53 1.59 1.01 -0.2093
N -2.57 0.72 1.24 -0.5533
N -1.76 0.82 0.17 1.1102
N -2.21 1.66 -0.70 -0.8619
H -2.00 5.93 -1.01 0.4238
H -2.18 4.67 -2.23 0.3681
H -1.50 4.29 -0.65 0.2237
H -4.37 5.22 -1.16 0.2986
H -3.01 4.37 1.45 0.2449
H -4.74 4.75 1.28 0.3589
H -3.52 5.99 1.03 0.4215
H -4.06 2.91 -1.96 0.3783
H -5.15 3.03 -0.58 0.4746
H -4.37 1.81 1.65 0.4462
```

Values from the calculation:
Frontier orbital gap (spin up / spin down) ... 8.404 / 8.434 eV
Energy above the lowest of the compared OMol25 structures with the same formula, charge and spin ... 0.0 kJ/mol
Charge ... +2
2S+1 ... 5


Below is an isolated molecule of C3H3F2N, with properties calculated with ωB97M-V/def2-TZVPD.

The geometry in XYZ format:
```
9
Properties=species:S:1:pos:R:3:mulliken_charge:R:1
F -2.94 0.32 -0.44 -0.2293
C -2.20 -0.27 0.47 -0.5349
C -0.84 -0.08 0.44 0.6462
N 0.37 0.10 0.11 -0.3548
C 1.81 0.19 -0.38 -0.0535
F 2.60 1.13 0.30 -0.2546
H -2.76 -0.98 1.05 0.2898
H 2.28 -0.71 -0.08 0.2140
H 1.67 0.30 -1.48 0.2772
```

Values from the calculation:
Frontier orbital gap ... 8.707 eV
Energy above the lowest of the compared OMol25 structures with the same formula, charge and spin ... 329.8 kJ/mol
Charge ... 0


Below is a structure of composition C30H44N4OP2PtSi, with properties calculated with ωB97M-V/def2-TZVPD.

The geometry in XYZ format:
```
83
Properties=species:S:1:pos:R:3:mulliken_charge:R:1
Pt 0.35 1.21 -3.84 1.5084
C -1.40 1.67 -4.84 -0.0682
C -1.08 0.26 -5.03 1.1529
C -0.52 -0.26 -6.33 -1.5744
C 0.79 0.42 -6.76 -0.9849
C 1.50 1.15 -5.66 0.2546
C 1.27 2.49 -5.20 -0.3617
C 0.19 3.38 -5.75 -1.1558
C -1.19 2.69 -5.91 -0.8233
C 0.81 1.35 -1.82 -1.9364
H -2.30 1.84 -4.23 -0.1662
H -1.71 -0.45 -4.48 0.3452
H -1.31 -0.11 -7.07 0.5800
H -0.37 -1.35 -6.23 0.3826
H 1.45 -0.34 -7.20 0.4405
H 0.57 1.11 -7.58 0.3728
H 2.51 0.79 -5.50 0.5020
H 2.15 3.00 -4.80 0.5879
H 0.49 3.84 -6.69 0.4241
H 0.08 4.19 -5.01 0.3527
H -1.96 3.47 -5.84 0.4296
H -1.25 2.20 -6.90 0.3028
H 0.15 2.21 -1.62 0.3932
H 1.83 1.66 -1.62 1.0008
H 0.55 0.57 -1.08 -0.0479
P 2.04 -0.77 -2.70 -0.1141
P -1.70 -0.61 -1.86 -0.6171
N 3.60 0.06 -3.39 0.6537
N 2.91 -1.90 -1.76 0.6739
N -3.19 0.54 -2.43 0.6767
N -2.71 -1.87 -1.35 0.7374
C 0.93 -1.95 -3.58 -0.7282
C -0.43 -2.02 -2.84 -1.2130
C 3.80 1.44 -3.30 -0.4315
C 5.07 1.77 -3.71 -0.8186
C 5.70 0.56 -4.09 -0.7808
C 4.80 -0.47 -3.87 -0.5097
C 3.40 -1.68 -0.47 -0.4459
C 4.39 -2.59 -0.20 -0.7410
C 4.51 -3.44 -1.35 -0.6035
C 3.59 -3.02 -2.28 -0.5642
C -3.17 1.84 -1.91 -0.2520
C -4.23 2.57 -2.44 -0.7415
C -4.94 1.70 -3.33 -0.8344
C -4.28 0.47 -3.32 -0.3097
C -4.02 -2.23 -1.66 -0.3367
C -4.46 -3.07 -0.67 -0.8340
C -3.40 -3.30 0.24 -0.7240
C -2.31 -2.61 -0.21 -0.5178
H 1.42 -2.94 -3.67 0.9106
H 0.79 -1.56 -4.61 -0.3153
H -1.16 -2.24 -3.63 0.6418
H -0.44 -2.86 -2.15 0.7817
H 3.02 2.10 -2.96 0.4416
H 5.48 2.77 -3.72 0.4865
H 6.73 0.47 -4.47 0.4266
H 4.89 -1.54 -4.02 0.4596
H 2.98 -0.87 0.13 0.5018
H 5.01 -2.64 0.69 0.4381
H 5.24 -4.24 -1.50 0.4418
H 3.34 -3.41 -3.27 0.4434
H -2.43 2.10 -1.17 0.3874
H -4.46 3.60 -2.18 0.5180
H -5.83 1.96 -3.90 0.4857
H -4.55 -0.42 -3.85 0.5801
H -4.48 -1.88 -2.56 0.3285
H -5.45 -3.50 -0.61 0.4740
H -3.40 -3.87 1.16 0.5028
H -1.27 -2.56 0.10 0.3976
C 0.37 -0.76 1.73 -1.0603
Si -1.11 0.30 1.30 1.5238
C -2.61 -0.14 2.27 -1.2353
C -0.63 2.02 1.95 -1.3874
O -1.42 -0.01 -0.44 -0.9082
H 0.11 -1.39 2.60 0.4888
H 1.21 -0.13 2.04 0.3619
H 0.70 -1.41 0.92 0.1357
H -2.55 0.36 3.25 0.4330
H -3.54 0.18 1.80 0.3302
H -2.66 -1.21 2.46 0.3156
H 0.43 2.25 1.78 0.3458
H -1.24 2.84 1.57 0.3875
H -0.76 1.99 3.05 0.4014
```

Values from the calculation:
Frontier orbital gap (spin up / spin down) ... 6.425 / 3.649 eV
Energy above the lowest of the compared OMol25 structures with the same formula, charge and spin ... 193.7 kJ/mol
Charge ... +2
2S+1 ... 5


Below is a structure of composition C23H45Cl10N4O5Pd, with properties calculated with ωB97M-V/def2-TZVPD.

The geometry in XYZ format:
```
88
Properties=species:S:1:pos:R:3:mulliken_charge:R:1
C 13.00 21.94 -6.71 -0.7886
C 13.22 22.08 -5.20 -0.6149
N 12.68 20.94 -4.54 0.2680
C 11.36 20.83 -4.16 -0.6506
C 11.23 19.48 -3.75 -0.9771
N 12.40 18.77 -3.74 0.3911
C 13.30 19.70 -4.19 -0.3614
C 12.64 17.40 -3.41 -0.4747
H 11.97 21.70 -6.97 0.0957
H 13.58 21.15 -7.18 0.3272
H 13.21 22.90 -7.20 0.3940
H 12.62 22.88 -4.75 0.2969
H 14.24 22.11 -4.82 0.3852
H 10.68 21.66 -4.14 0.4556
H 10.27 19.11 -3.41 0.9917
H 14.33 19.44 -4.38 0.4033
H 12.43 16.79 -4.29 0.2807
H 11.98 17.10 -2.60 0.0254
H 13.69 17.23 -3.18 0.3428
Pd 8.42 14.85 -3.46 0.3229
C 8.21 17.42 -2.68 1.3089
O 7.29 16.70 -2.93 -0.2637
O 8.09 18.66 -2.61 -0.4751
O 9.22 16.74 -2.63 -0.6890
Cl 6.71 22.91 -0.99 -0.1978
C 7.85 21.65 -1.51 0.2218
C 9.14 21.66 -0.59 -0.0200
Cl 10.29 22.99 -0.98 -0.1887
H 8.08 21.90 -2.54 0.1378
H 7.29 20.72 -1.58 -0.1284
H 9.70 20.78 -0.90 -0.1844
H 8.95 21.56 0.48 0.4704
Cl 5.09 19.54 -6.49 -0.1857
C 5.73 19.34 -4.84 0.4067
C 4.75 18.92 -3.78 0.2651
Cl 3.55 20.20 -3.38 -0.1960
H 6.20 20.26 -4.49 0.3068
H 6.58 18.65 -4.85 -0.5357
H 5.30 18.79 -2.85 -0.2113
H 4.22 18.04 -4.13 0.1568
Cl 7.91 18.43 2.40 -0.1875
C 7.80 17.86 0.64 0.1816
C 7.90 16.30 0.60 0.1340
Cl 6.80 15.32 1.67 -0.1741
H 8.63 18.34 0.12 -0.1817
H 6.86 18.26 0.26 0.2613
H 8.86 15.95 0.98 0.3313
H 7.69 15.87 -0.37 -0.3807
Cl 2.70 15.59 -1.82 -0.1566
C 4.42 15.20 -1.73 0.6361
C 4.56 13.98 -0.88 -0.4901
Cl 4.16 12.47 -1.65 -0.1830
H 4.92 15.93 -1.10 -0.0056
H 4.93 15.10 -2.68 -0.4175
H 4.02 14.13 0.05 0.4620
H 5.54 13.83 -0.42 0.1129
Cl 9.48 17.08 -8.51 -0.1509
C 9.50 17.31 -6.72 0.1397
C 8.98 18.71 -6.49 0.2207
Cl 10.08 19.85 -7.21 -0.1898
H 10.51 17.36 -6.32 0.2763
H 8.84 16.60 -6.22 -0.1773
H 8.83 18.87 -5.42 -0.5115
H 8.12 18.82 -7.16 0.4586
C 6.12 15.38 -5.92 0.0633
O 7.05 15.00 -5.22 -0.7093
N 4.82 14.84 -5.87 0.2645
C 3.70 15.52 -6.66 -0.9613
C 4.52 13.80 -5.00 -1.0847
H 6.21 16.18 -6.68 0.3115
H 3.97 16.37 -7.29 0.3101
H 2.85 15.75 -6.02 0.3042
H 3.38 14.73 -7.35 0.4213
H 5.32 13.69 -4.27 0.2584
H 3.62 13.79 -4.38 0.3849
H 4.43 12.92 -5.63 0.3638
C 11.50 15.55 -0.58 0.5264
O 11.77 14.45 -1.12 -0.7289
N 12.30 16.10 0.34 0.1318
C 13.52 15.41 0.83 -1.0892
C 12.18 17.41 0.90 -0.8995
H 10.67 16.21 -0.88 -0.0338
H 14.26 15.98 1.39 0.4002
H 14.03 14.78 0.10 0.3451
H 13.21 14.63 1.53 0.3634
H 12.09 17.40 1.99 0.3445
H 13.09 17.97 0.68 0.4086
H 11.31 17.89 0.44 0.1849
```

Values from the calculation:
Frontier orbital gap (spin up / spin down) ... 8.584 / 6.840 eV
Charge ... +1
2S+1 ... 3


Below is an isolated molecule of C2H5NS, with properties calculated with ωB97M-V/def2-TZVPD.

The geometry in XYZ format:
```
9
Properties=species:S:1:pos:R:3:mulliken_charge:R:1
S -0.68 -1.57 -1.00 -0.1409
N 0.26 -0.65 0.13 -0.2835
C -0.30 0.62 0.71 -0.3178
C 0.82 0.57 -0.35 -0.3951
H -1.39 -1.96 -0.03 0.1296
H 0.06 0.83 1.70 0.2126
H -1.28 0.83 0.42 0.3107
H 0.62 0.81 -1.46 0.2689
H 1.89 0.51 -0.13 0.2154
```

Values from the calculation:
Frontier orbital gap ... 9.334 eV
Energy above the lowest of the compared OMol25 structures with the same formula, charge and spin ... 233.8 kJ/mol
Charge ... 0


Below is a cluster of 2 separate species, C3H2NO2S2 in total, with properties calculated with ωB97M-V/def2-TZVPD.

The geometry in XYZ format:
```
10
Properties=species:S:1:pos:R:3:mulliken_charge:R:1
C -2.03 -0.26 1.21 0.3119
C -1.36 0.33 0.12 0.2983
C 1.86 -0.14 0.77 0.1347
N -2.64 -0.82 2.03 -0.4701
O -0.87 1.61 -0.03 -0.4592
O -1.27 -0.46 -1.06 -0.5025
S 2.20 1.26 0.21 -0.5103
S 2.39 -1.58 1.25 -0.3963
H -0.32 -0.61 -1.25 0.3580
H 0.15 1.58 -0.25 0.2356
```

Values from the calculation:
Frontier orbital gap (spin up / spin down) ... 7.551 / 5.272 eV
Energy above the lowest of the compared OMol25 structures with the same formula, charge and spin ... 227.8 kJ/mol
Charge ... -1


Below is a cluster of 10 separate species, C23H36ClO27 in total, with properties calculated with ωB97M-V/def2-TZVPD.

The geometry in XYZ format:
```
87
Properties=species:S:1:pos:R:3:mulliken_charge:R:1
Cl 2.21 1.60 -0.31 1.5376
O 3.24 0.64 -0.68 -0.6384
O 0.94 1.02 -0.73 -0.6318
O 2.19 1.90 1.10 -0.6329
O 2.52 2.89 -0.95 -0.6350
C -5.75 2.02 -4.05 -0.2524
C -5.08 2.57 -5.25 -0.3552
O -5.29 1.67 -6.31 -0.2948
C -6.48 1.12 -6.01 0.6230
O -7.10 0.43 -6.80 -0.5453
O -6.78 1.28 -4.67 -0.3020
H -6.06 2.81 -3.37 0.2958
H -5.00 1.60 -3.39 0.2607
H -4.04 2.67 -4.93 0.3170
H -5.38 3.59 -5.51 0.2532
C 6.39 1.71 -6.64 -0.3845
C 5.09 0.99 -7.08 -0.2969
O 4.80 1.76 -8.22 -0.3083
C 5.92 2.43 -8.67 0.6815
O 6.02 3.11 -9.69 -0.5560
O 6.93 2.18 -7.85 -0.3085
H 6.96 0.90 -6.18 0.2904
H 6.32 2.56 -5.96 0.2890
H 4.40 1.12 -6.25 0.3163
H 5.35 -0.06 -7.22 0.2772
C 1.76 -5.90 3.41 -0.3544
C 0.32 -5.75 2.89 -0.2766
O -0.42 -6.26 3.93 -0.3097
C 0.26 -7.21 4.55 0.6894
O -0.18 -8.17 5.16 -0.5569
O 1.59 -6.99 4.34 -0.3403
H 2.06 -5.10 4.08 0.2402
H 2.57 -5.99 2.69 0.3204
H 0.13 -6.30 1.97 0.2854
H 0.30 -4.69 2.63 0.3025
C -0.94 -1.18 7.80 -0.2601
C -1.25 0.09 8.50 -0.2648
O -1.06 -0.28 9.81 -0.3162
C -0.12 -1.24 9.85 0.6750
O 0.28 -1.75 10.90 -0.5662
O -0.02 -1.81 8.64 -0.2862
H -0.53 -1.01 6.80 0.2753
H -1.74 -1.90 7.62 0.2444
H -2.21 0.61 8.42 0.2611
H -0.53 0.90 8.41 0.2372
C -2.97 -4.94 -5.83 -0.2096
C -2.05 -3.79 -5.44 -0.3625
O -1.44 -3.24 -6.60 -0.2582
C -1.76 -4.02 -7.57 0.6869
O -1.36 -3.79 -8.76 -0.6043
O -2.50 -5.11 -7.14 -0.3220
H -4.01 -4.64 -5.93 0.2426
H -2.84 -5.84 -5.23 0.2516
H -1.29 -4.34 -4.88 0.2659
H -2.54 -3.07 -4.78 0.3098
C -7.29 -1.80 1.71 -0.3143
C -5.92 -2.47 1.57 -0.2681
O -6.03 -3.08 0.29 -0.2849
C -7.31 -3.38 0.10 0.6803
O -7.69 -4.09 -0.83 -0.5744
O -8.14 -2.74 0.96 -0.3225
H -7.42 -0.75 1.45 0.2556
H -7.65 -1.81 2.73 0.2625
H -5.75 -3.16 2.39 0.2571
H -5.14 -1.71 1.64 0.3087
C 6.78 -0.51 5.68 -0.3254
C 5.93 -0.34 6.96 -0.1937
O 5.99 -1.64 7.51 -0.3030
C 7.11 -2.29 6.95 0.6700
O 7.60 -3.33 7.40 -0.5641
O 7.74 -1.50 6.09 -0.2999
H 7.49 0.28 5.45 0.2156
H 6.39 -0.74 4.69 0.2778
H 4.92 0.04 6.86 0.2948
H 6.29 0.42 7.65 0.2283
O -4.30 3.59 2.70 -0.6447
H -3.36 3.65 2.87 0.3308
H -4.70 3.64 3.56 0.3139
C 2.34 11.21 -2.22 -0.9626
C 3.13 9.83 -2.19 -0.2664
O 2.81 9.02 -3.29 -0.5206
H 2.44 11.83 -1.32 0.3252
H 1.34 10.92 -2.54 0.2790
H 2.70 11.70 -3.13 0.2490
H 2.73 9.42 -1.27 0.2585
H 4.21 9.86 -2.04 0.3115
H 2.91 8.13 -2.94 0.3264
```

Values from the calculation:
Frontier orbital gap ... 7.556 eV
Charge ... -1


no.,largest force on an atom (eV/Å)
1,0.609
2,0.616
3,4.077
4,3.248
5,8.394
6,3.603
7,3.194
8,6.513